{"formula": "C18H27F4O16", "method": "the ωB97M-V functional and the def2-TZVPD basis", "lumo_energy_ha": 0.089, "orbital_gap_ev": 8.691, "e_homo_ha": -0.2307, "charge": -1, "largest_force_ev_per_a": 16.65, "species": ["O", "H", "C", "C", "O", "C", "O", "O", "F", "H", "H", "H", "C", "C", "O", "C", "O", "O", "F", "H", "H", "H", "C", "C", "O", "C", "O", "O", "F", "H", "H", "H", "C", "C", "O", "C", "O", "O", "F", "H", "H", "H", "C", "O", "C", "C", "O", "C", "C", "O", "C", "H", "H", "H", "H", "H", "H", "H", "H", "H", "H", "H", "H", "H", "H"], "xyz": [[10.403000, 41.120000, 22.608000], [10.513000, 40.622000, 23.417000], [7.343000, 42.954000, 21.739000], [8.642000, 43.776000, 21.508000], [8.309000, 45.020000, 22.216000], [7.198000, 45.001000, 22.677000], [6.671000, 45.922000, 23.178000], [6.591000, 43.798000, 22.582000], [8.837000, 44.099000, 20.230000], [7.660000, 41.932000, 21.984000], [7.005000, 42.835000, 20.681000], [9.275000, 42.845000, 21.972000], [13.089000, 40.033000, 24.656000], [12.679000, 39.059000, 23.529000], [11.770000, 38.265000, 24.186000], [11.870000, 38.373000, 25.323000], [11.198000, 37.777000, 26.165000], [12.671000, 39.352000, 25.757000], [13.551000, 38.259000, 23.097000], [12.589000, 41.025000, 24.525000], [13.924000, 40.301000, 24.786000], [12.171000, 39.425000, 22.685000], [13.290000, 43.029000, 22.395000], [13.145000, 42.063000, 21.214000], [14.119000, 41.183000, 21.409000], [15.018000, 41.701000, 22.217000], [16.208000, 41.286000, 22.529000], [14.574000, 42.796000, 22.817000], [13.362000, 42.833000, 20.081000], [12.626000, 42.744000, 23.266000], [12.916000, 43.923000, 22.131000], [12.091000, 41.630000, 21.196000], [8.783000, 38.322000, 21.892000], [8.349000, 38.970000, 20.511000], [6.994000, 38.806000, 20.469000], [6.633000, 37.944000, 21.470000], [5.451000, 37.587000, 21.673000], [7.699000, 37.573000, 22.218000], [9.185000, 38.492000, 19.490000], [9.200000, 39.208000, 22.478000], [9.551000, 37.682000, 21.646000], [8.620000, 39.984000, 20.702000], [8.608000, 39.742000, 26.549000], [8.540000, 41.163000, 26.902000], [9.681000, 41.839000, 26.376000], [10.064000, 43.177000, 27.050000], [10.649000, 44.019000, 26.408000], [9.950000, 45.009000, 25.616000], [10.869000, 45.840000, 24.787000], [11.408000, 46.800000, 25.630000], [12.237000, 47.692000, 24.989000], [9.437000, 39.324000, 26.790000], [8.513000, 39.623000, 25.527000], [7.749000, 39.287000, 27.055000], [9.721000, 41.997000, 25.315000], [10.611000, 41.239000, 26.421000], [10.678000, 42.979000, 28.085000], [9.131000, 43.452000, 27.580000], [9.041000, 45.540000, 26.316000], [9.253000, 44.382000, 24.937000], [10.323000, 46.258000, 23.973000], [11.811000, 45.415000, 24.132000], [13.129000, 47.206000, 24.371000], [12.443000, 48.328000, 25.660000], [11.749000, 48.236000, 24.077000]], "forces_ev_per_a": [[-0.14, 0.21, -0.74], [-0.20, 0.05, 0.41], [0.95, 0.84, -2.85], [-0.86, -3.23, 2.50], [9.29, -1.38, -3.91], [-6.29, -0.99, 2.45], [-1.48, 2.02, 1.37], [-1.01, -1.77, -0.18], [0.50, 0.13, -0.53], [-0.79, 0.39, 1.37], [-1.01, 0.32, 0.76], [1.14, 3.30, -0.69], [-10.88, -1.14, -3.45], [-1.34, 3.33, -0.08], [-2.13, -1.93, -12.33], [-2.49, -0.39, 16.45], [0.91, -0.03, -0.87], [0.11, -0.27, 1.64], [4.83, -3.06, -1.57], [-0.60, -0.84, 0.05], [12.44, 2.80, 0.99], [-0.77, 1.48, -0.87], [-2.75, -4.28, 1.88], [-4.52, 2.48, 0.65], [1.77, -2.56, -0.76], [7.64, -1.00, 3.22], [-6.03, 1.13, -2.18], [1.56, 0.92, -0.02], [0.30, -0.49, -0.41], [0.27, -0.09, -1.10], [0.05, 3.79, -1.03], [1.40, 0.09, -0.14], [1.04, 3.06, -2.46], [3.08, 0.47, 2.61], [-0.35, -1.06, -0.43], [-4.39, -1.56, 1.22], [4.64, 1.30, -0.89], [-2.94, -0.42, 0.86], [-1.73, -0.04, 0.15], [-1.13, -1.22, 0.28], [2.02, -1.45, -0.17], [-0.07, 1.12, -1.08], [-5.73, 3.81, 0.63], [1.29, -0.30, -0.59], [1.88, -0.47, 0.19], [-5.14, -7.65, 9.15], [5.40, 8.35, -6.30], [-3.81, -2.88, 0.52], [2.15, -0.38, -0.74], [-0.02, 0.12, 0.12], [-0.93, -3.99, -7.90], [5.56, -2.55, 2.17], [-0.52, -0.11, -2.41], [0.28, -0.02, -0.14], [-1.17, 0.34, -1.11], [-0.37, -0.53, 0.65], [-0.85, -0.18, -2.21], [-0.45, 0.73, -0.43], [3.05, -0.71, -1.71], [1.10, 0.98, 0.52], [-1.00, 0.82, -0.51], [-2.12, -0.31, 1.91], [-1.19, 0.55, 1.87], [2.45, 4.96, 4.67], [0.10, -0.65, 1.57]]}